Record 1
ORCA calculation (ωB97M-V/def2-TZVPD) on one molecule with the formula C5H15N3 at a distorted geometry.

```
23
Properties=species:S:1:pos:R:3:forces:R:3
C 0.374 -3.221 -1.279 2.1 2.2 -2.0
N 0.581 -1.775 -0.886 -2.0 -1.7 0.6
C 1.375 -1.521 0.370 -0.4 0.2 -2.1
C 1.602 0.014 0.207 -0.4 -1.3 6.0
N 0.292 0.498 0.765 -0.2 1.8 -2.4
C -0.069 1.775 0.018 0.3 -0.4 3.2
C -1.267 2.396 0.762 -0.8 1.1 -1.9
N -2.532 2.013 0.113 0.6 -4.0 1.6
H -0.398 -3.646 -0.651 0.3 -1.0 -0.2
H 0.145 -3.141 -2.393 -0.5 -0.5 1.5
H 1.414 -3.617 -1.349 -1.0 -0.7 0.8
H -0.434 -1.569 -0.692 1.6 0.6 -0.2
H 2.290 -2.122 0.360 -0.1 0.1 -0.3
H 0.810 -1.780 1.318 0.7 0.6 -0.9
H 2.281 0.235 1.125 -0.3 0.3 -2.0
H 1.911 0.491 -0.710 0.1 -0.6 -0.4
H -0.443 -0.164 0.495 0.4 0.3 0.1
H 0.765 2.454 0.162 0.4 0.1 0.1
H -0.173 1.633 -1.032 -0.6 -0.2 -0.9
H -1.246 3.511 0.620 0.4 -0.9 0.8
H -1.250 2.042 1.806 0.2 0.7 -0.3
H -3.212 2.675 -0.104 -0.9 1.3 0.1
H -2.940 1.188 0.648 0.3 1.7 -1.3
```
Forces are in eV/Å.

The calculation puts the orbital gap at 9.76 eV. The total energy comes out at -9896.0286 eV. As for the energy relative to the best compared isomer or geometry (same formula, charge and spin): 3.1226 eV. As for the net charge: 0. The HOMO energy comes out at -8.7 eV. The SMILES is CNCCNCCN.

=====

Record 2
ORCA calculation (ωB97M-V/def2-TZVPD) on a 2-piece molecular cluster, C5H12O2S overall at a distorted geometry.

```
20
Properties=species:S:1:pos:R:3:forces:R:3
C -3.059 -1.004 0.026 0.7 1.3 -1.3
C -1.526 -0.829 -0.013 -0.6 0.4 -1.7
O -0.975 -1.327 1.130 0.0 -0.7 1.9
C -1.448 0.659 -0.205 -0.3 -0.6 -1.0
O -1.379 0.880 -1.543 0.4 -1.5 1.2
S -1.794 1.757 0.913 0.4 0.8 0.3
H -3.336 -0.334 0.840 -0.5 -0.7 0.4
H -3.536 -0.536 -0.872 0.3 -0.9 0.5
H -3.201 -2.052 0.125 -0.9 -0.8 0.2
H -1.029 -1.251 -0.944 -0.6 0.0 1.3
H -1.652 -1.412 1.851 0.9 0.3 -1.1
H -1.410 1.805 -1.598 -0.2 2.5 -0.7
C 2.582 1.466 0.027 -2.3 0.5 2.3
C 1.860 0.061 0.035 -0.3 1.9 -0.2
H 3.616 1.332 0.135 1.6 -0.1 0.0
H 2.381 1.998 -0.881 -0.1 0.1 -0.7
H 2.261 2.217 0.871 0.4 -1.7 -1.3
H 2.176 -0.598 0.828 0.0 0.1 0.6
H 0.734 0.216 0.097 1.8 -0.6 -0.4
H 2.253 -0.402 -0.868 -0.8 -0.3 -0.3
```
Forces are in eV/Å.

The calculation puts the orbital gap at 9.48 eV. The total energy comes out at -20308.5263 eV. As for the energy relative to the best compared isomer or geometry (same formula, charge and spin): 1.7920 eV. As for the net charge: 0. The HOMO energy comes out at -9.2 eV. The SMILES is C[C@H](O)C(O)=S.CC.

=====

Record 3
ORCA calculation (ωB97M-V/def2-TZVPD) on C3H12ClNNaO10 as an isolated structure at a distorted geometry.

```
28
Properties=species:S:1:pos:R:3:forces:R:3
Na 0.355 -0.017 -0.186 -0.1 0.8 -0.8
N 0.375 3.474 -1.399 1.7 0.2 -0.8
O -0.499 4.271 -1.784 -0.3 -0.6 0.5
O 0.122 2.297 -1.046 -0.6 0.2 0.2
O 1.585 3.831 -1.427 -0.5 0.0 0.3
Cl -0.035 -1.116 -3.385 3.3 -0.3 -0.7
O -0.757 -0.677 -4.547 -0.1 -0.8 0.2
O 0.894 -0.048 -3.010 -0.8 -0.5 0.4
O -0.901 -1.446 -2.296 -1.4 0.4 1.4
O 0.778 -2.333 -3.588 -0.9 0.9 -0.8
C 3.186 -0.055 1.979 0.0 0.3 0.2
O 2.710 -0.034 0.639 0.3 0.2 0.3
H 3.366 0.939 2.400 -0.3 0.2 -0.2
H 2.411 -0.518 2.585 0.2 -0.2 0.0
H 4.147 -0.566 2.070 -0.2 -0.4 0.0
H 3.311 0.541 0.150 -0.3 0.0 -0.3
C -2.995 0.902 1.036 1.0 0.9 0.3
O -1.819 1.718 0.877 -0.5 -0.5 0.4
H -3.852 1.347 0.533 0.0 -0.3 -0.3
H -2.688 -0.059 0.636 -0.6 -0.1 0.0
H -3.231 0.836 2.103 -0.1 -0.3 0.0
H -2.073 2.644 0.891 0.2 0.1 -0.3
C -0.701 -2.909 0.919 0.6 -1.4 -0.3
O -0.759 -1.544 1.290 0.1 0.1 -0.6
H 0.072 -3.435 1.487 -0.3 0.0 0.4
H -1.647 -3.452 0.955 -0.2 0.3 0.5
H -0.370 -3.113 -0.102 -0.1 1.1 -0.2
H -0.984 -1.478 2.220 0.0 0.0 0.0
```
Forces are in eV/Å.

The calculation puts the orbital gap at 6.36 eV. The total energy comes out at -42200.8988 eV. As for the net charge: -1. The HOMO energy comes out at -4.7 eV.

=====

Record 4
ORCA calculation (ωB97M-V/def2-TZVPD) on C47H57IN5O4PTi as an isolated structure at a distorted geometry.

```
116
Properties=species:S:1:pos:R:3:forces:R:3
Ti -22.327 3.956 4.539 -0.1 0.3 -1.0
C -24.932 1.610 10.741 0.8 -1.0 1.7
C -25.444 2.802 10.070 0.3 0.7 -2.4
C -26.981 2.668 9.799 0.6 0.1 0.9
C -24.992 4.065 10.816 -0.7 0.2 0.6
C -24.720 2.912 8.716 -0.7 0.0 0.3
C -25.023 4.046 7.946 0.9 -1.3 -0.5
C -24.295 4.306 6.821 0.0 -0.4 0.9
N -23.317 3.509 6.379 -0.2 -0.5 0.8
C -23.118 2.352 7.037 0.4 -1.0 1.0
C -23.785 1.995 8.243 0.2 2.6 -2.4
C -22.096 1.474 6.388 -0.3 0.3 -1.2
C -21.641 0.228 6.785 -0.4 1.5 0.3
C -20.653 -0.429 6.076 1.3 -0.3 -0.6
C -20.300 0.128 4.870 0.0 0.4 -0.7
C -20.890 1.322 4.416 1.4 -1.8 0.1
N -21.714 2.006 5.184 0.2 -0.1 0.1
C -19.953 -1.691 6.561 -1.5 -0.1 2.3
C -19.080 -1.452 7.791 1.8 -0.8 -0.7
C -19.114 -2.416 5.567 -1.1 0.0 -0.9
C -21.101 -2.609 6.987 -0.1 -1.7 0.5
H -25.264 1.581 11.786 -0.3 -0.2 -0.3
H -23.821 1.606 10.840 -0.7 -0.1 -0.4
H -25.313 0.762 10.189 0.2 -0.7 0.3
H -27.417 2.507 10.781 -0.3 0.1 0.2
H -27.291 1.769 9.220 0.5 0.9 0.0
H -27.368 3.620 9.437 -0.3 -0.3 -0.3
H -25.605 4.092 11.750 0.7 0.3 -0.5
H -25.168 4.989 10.214 0.1 -0.6 0.7
H -23.906 3.957 11.064 -0.9 0.3 -0.1
H -25.831 4.661 8.222 -0.6 0.9 0.3
H -24.448 5.187 6.274 -0.3 1.1 -0.6
H -23.534 1.099 8.713 0.2 -1.2 0.8
H -22.022 -0.159 7.688 -0.2 -0.4 0.9
H -19.558 -0.391 4.261 -0.3 0.4 0.0
H -20.585 1.625 3.415 -0.5 0.4 0.3
H -18.164 -0.881 7.499 -0.5 -0.6 0.2
H -18.789 -2.483 8.142 0.0 1.2 -0.2
H -19.481 -0.926 8.612 -1.0 0.6 0.9
H -18.198 -1.861 5.422 0.2 -0.1 -0.8
H -19.822 -2.528 4.726 1.1 0.0 -0.5
H -18.882 -3.431 5.872 0.1 0.0 0.4
H -21.824 -2.165 7.693 0.4 -0.3 -0.3
H -20.716 -3.582 7.405 -0.2 1.1 0.0
H -21.631 -2.970 6.114 -0.5 0.3 -0.3
O -21.330 10.156 0.956 1.6 -0.7 -2.4
C -22.062 10.325 2.069 -0.6 -0.4 2.0
C -21.995 8.995 2.810 -1.2 0.0 0.6
C -21.759 7.823 2.148 0.5 -0.5 -1.2
C -21.867 6.568 2.745 -0.2 1.6 -2.2
N -22.200 6.421 3.992 -0.6 -1.0 2.3
C -22.484 7.531 4.699 0.7 0.8 0.2
C -22.411 8.828 4.118 -0.1 -1.6 1.6
C -22.864 7.409 6.177 -1.2 1.5 -3.7
C -24.059 8.039 6.486 -1.7 0.2 1.4
C -24.473 7.894 7.831 -2.4 1.0 -0.2
C -25.856 8.456 8.385 0.6 0.6 -1.3
O -26.348 7.484 9.287 0.3 -0.3 -0.3
C -23.686 7.218 8.735 0.2 0.0 -0.9
C -22.478 6.751 8.268 -0.8 -0.6 0.8
N -22.107 6.764 7.007 1.4 -0.3 0.4
H -20.822 10.870 0.573 -0.2 0.6 0.4
H -23.121 10.445 1.784 0.1 0.5 0.5
H -21.704 11.085 2.786 -0.3 0.1 -0.5
H -21.531 7.935 1.093 0.1 -0.5 0.1
H -21.825 5.715 2.102 0.2 -0.4 -0.1
H -22.670 9.613 4.805 0.0 0.6 -0.1
H -24.784 8.511 5.745 1.5 -0.6 0.9
H -26.598 8.727 7.537 1.2 -0.7 1.2
H -25.591 9.419 8.894 -0.3 -0.7 -0.2
H -27.127 7.747 9.785 0.0 0.5 -0.2
H -24.061 6.939 9.694 0.1 0.3 0.6
H -21.878 6.227 8.957 1.0 -0.6 0.6
N -20.684 4.616 5.737 0.5 -0.8 1.1
C -19.485 5.137 5.049 -0.3 -0.9 -1.6
C -19.029 4.310 3.841 1.2 -2.3 1.0
C -19.986 4.253 2.710 -1.1 -0.1 1.7
O -19.814 4.702 1.636 0.3 0.1 -1.6
O -21.198 3.782 3.124 -0.4 0.0 0.0
H -20.986 5.377 6.373 -0.2 -0.2 0.0
H -20.453 3.768 6.321 -0.1 1.2 -0.7
H -18.652 5.264 5.703 0.4 0.2 0.6
H -19.755 6.055 4.578 -0.2 1.1 0.3
H -18.716 3.248 4.155 -0.6 1.3 -0.4
H -18.149 4.738 3.411 0.8 0.5 0.0
I -24.548 2.326 3.680 -0.1 0.2 -0.4
C -24.171 4.423 3.734 -1.3 0.3 1.3
H -24.987 4.836 4.407 1.1 -0.2 -1.1
H -24.204 4.807 2.729 0.0 0.1 -0.4
C -21.830 3.902 -1.289 -0.4 1.7 1.1
P -22.865 3.281 0.191 0.1 0.6 -1.7
C -22.028 1.777 0.733 -0.8 -0.5 -0.4
C -20.671 1.631 0.720 1.2 1.0 -0.8
C -20.041 0.499 1.174 1.3 0.9 -0.3
C -20.754 -0.564 1.623 -0.6 -0.3 0.8
C -22.141 -0.477 1.670 0.2 0.5 -1.2
C -22.758 0.682 1.177 1.0 -1.0 0.9
C -24.309 2.637 -0.745 -0.5 0.9 1.5
C -25.549 3.266 -0.483 1.5 0.8 0.5
C -26.711 2.891 -1.065 0.7 -2.3 -2.4
C -26.596 1.780 -1.984 -1.1 0.2 0.9
C -25.409 1.118 -2.233 -1.1 1.1 -0.2
C -24.280 1.603 -1.610 2.3 -2.6 -1.5
H -21.349 3.214 -1.991 -0.4 -0.2 0.3
H -21.023 4.500 -0.774 -0.7 -0.4 -0.9
H -22.551 4.621 -1.840 1.3 -1.1 0.8
H -20.031 2.381 0.252 -0.3 0.1 0.3
H -18.953 0.540 1.138 -0.2 -0.5 0.0
H -20.214 -1.391 2.013 0.1 -0.9 0.1
H -22.726 -1.353 1.881 -0.2 -0.1 0.4
H -23.804 0.691 1.185 -1.4 0.2 -0.2
H -25.480 4.152 0.131 -0.3 0.1 0.3
H -27.610 3.452 -0.994 -0.7 0.2 0.3
H -27.480 1.344 -2.440 -0.1 0.5 -0.1
H -25.380 0.353 -3.003 0.1 -0.1 0.4
H -23.351 1.013 -1.892 -0.8 1.1 0.7
```
Forces are in eV/Å.

The calculation puts the orbital gap at 6.13 eV. The total energy comes out at -105797.9974 eV. As for the energy relative to the best compared isomer or geometry (same formula, charge and spin): 2.9499 eV. As for the net charge: +2. The HOMO energy comes out at -12.2 eV.

=====

Record 5
ORCA calculation (ωB97M-V/def2-TZVPD) on an isolated ion of composition C7H13N2 and charge +1 at a distorted geometry.

```
22
Properties=species:S:1:pos:R:3:forces:R:3
C -3.009 0.739 -2.616 -2.5 2.6 -0.1
C -1.785 0.584 -2.366 0.7 0.7 -1.0
C -0.499 0.470 -2.493 -0.7 -0.4 3.3
C 0.302 0.217 -1.329 -0.2 0.2 1.9
N -0.127 0.185 -0.108 -1.9 1.0 -3.6
N 0.609 -0.129 0.984 1.9 -1.9 2.7
C 2.160 -0.240 0.919 0.1 2.2 0.5
C 0.171 -1.546 1.373 -1.5 0.9 3.3
C 0.163 0.793 2.058 1.5 3.3 -2.0
H -3.624 -0.081 -2.720 -1.2 -2.0 -0.2
H -3.602 1.694 -2.734 1.2 -0.8 0.3
H -0.048 0.352 -3.395 1.2 0.0 -2.6
H 1.299 0.082 -1.605 2.0 -0.4 0.1
H 2.620 0.770 0.568 -1.0 -1.9 0.3
H 2.599 -0.412 1.965 -1.0 -0.1 -1.6
H 2.261 -1.059 0.224 1.0 0.0 0.0
H -0.949 -1.793 1.515 1.7 1.3 -0.5
H 0.554 -2.158 0.657 1.0 -1.8 -2.0
H 0.673 -1.730 2.350 -0.4 -0.1 -0.7
H 0.672 0.746 2.980 0.6 -1.0 1.0
H 0.427 1.859 1.683 -0.8 -1.7 0.4
H -0.868 0.656 2.092 -1.7 0.1 0.5
```
Forces are in eV/Å.

The calculation puts the orbital gap at 9.80 eV. The total energy comes out at -10438.9002 eV. As for the energy relative to the best compared isomer or geometry (same formula, charge and spin): 5.2975 eV. As for the net charge: +1. The HOMO energy comes out at -13.3 eV. The SMILES is C=C=C/C=N/[N+](C)(C)C.

=====

Record 6
ORCA calculation (ωB97M-V/def2-TZVPD) on C7H7Cl2CuN2S2 as an isolated structure at a distorted geometry.

```
21
Properties=species:S:1:pos:R:3:forces:R:3
Cu -0.168 -0.235 1.217 0.9 -0.4 -0.2
Cl -1.128 0.695 -1.114 1.0 0.2 0.2
C 0.594 1.155 -1.221 0.5 0.5 -1.3
C 0.815 2.378 -1.837 0.3 -1.2 0.0
C 2.046 2.662 -2.379 0.5 0.6 0.2
C 3.105 1.800 -2.282 1.2 -0.7 -0.2
C 2.884 0.572 -1.671 -0.1 0.2 -0.3
Cl 4.147 -0.590 -1.961 -0.1 -0.3 0.7
C 1.673 0.261 -1.024 -0.5 -0.2 0.5
S 1.505 -1.049 0.139 0.7 -0.5 -0.5
H 0.020 3.047 -1.960 -1.1 0.8 -0.2
H 2.206 3.557 -2.922 -0.1 1.0 -0.3
H 4.150 2.014 -2.666 -1.7 -0.2 0.3
N -3.782 -2.121 1.950 -0.9 2.7 -1.8
C -2.534 -1.697 2.277 -0.5 0.4 0.4
N -1.766 -2.570 2.928 -0.2 0.3 -0.2
S -2.103 -0.081 1.956 -1.4 -0.4 0.7
H -4.265 -2.698 2.590 -0.5 -0.8 0.5
H -4.397 -1.370 1.467 1.6 -1.9 1.3
H -2.112 -3.462 3.217 -0.1 -0.4 -0.1
H -0.892 -2.267 3.296 0.4 0.2 0.1
```
Forces are in eV/Å.

The calculation puts the orbital gap at 7.04 eV. The total energy comes out at -101708.4197 eV. As for the energy relative to the best compared isomer or geometry (same formula, charge and spin): 0.8725 eV. As for the net charge: 0. The HOMO energy comes out at -7.2 eV.

=====

Record 7
ORCA calculation (ωB97M-V/def2-TZVPD) on an isolated ion of composition C10H13O and charge +1 at a distorted geometry.

```
24
Properties=species:S:1:pos:R:3:forces:R:3
C -0.395 1.403 -0.122 0.8 -0.2 0.4
C -1.957 -0.470 0.309 -0.1 3.4 -0.6
C -1.728 0.903 -0.007 0.5 -2.6 1.0
C -0.847 -1.284 0.136 -0.7 -2.0 1.0
C 0.776 0.748 -0.049 -3.4 -3.3 0.5
C 2.972 -0.001 0.906 -0.1 -0.8 -0.3
C 3.000 -0.154 -0.558 -1.4 -0.7 -0.8
C 2.156 1.019 0.043 0.8 -2.2 0.1
C -2.766 1.884 -0.295 -1.2 1.6 0.7
C -1.086 -2.787 -0.006 3.2 0.8 0.9
O 0.385 -0.928 0.040 1.1 3.6 -0.5
H -0.307 2.462 -0.083 0.2 0.8 -0.4
H -2.998 -0.739 0.587 1.1 -0.5 -0.6
H 2.685 -0.803 1.659 -0.6 1.3 -1.4
H 3.852 0.432 1.224 1.7 1.1 0.9
H 3.806 0.097 -1.245 0.1 0.1 0.7
H 2.327 -0.924 -0.967 0.7 0.4 0.2
H 2.499 2.026 -0.172 -0.2 -0.1 0.5
H -3.715 1.929 0.326 1.3 -0.5 -0.4
H -3.128 1.627 -1.302 0.2 0.6 0.0
H -2.247 2.879 -0.216 -1.2 -0.7 -0.6
H -0.140 -3.380 0.279 -1.5 0.9 -0.4
H -1.221 -2.857 -1.057 -0.5 -0.7 -1.0
H -1.925 -3.082 0.572 -0.8 -0.4 0.3
```
Forces are in eV/Å.

The calculation puts the orbital gap at 8.54 eV. The total energy comes out at -12618.4576 eV. As for the energy relative to the best compared isomer or geometry (same formula, charge and spin): 1.6799 eV. As for the net charge: +1. The HOMO energy comes out at -13.3 eV.

=====

Record 8
ORCA calculation (ωB97M-V/def2-TZVPD) on a 2-piece molecular cluster, C3H5FN2 overall at a distorted geometry.

```
11
Properties=species:S:1:pos:R:3:forces:R:3
C 1.293 0.854 -0.798 3.8 0.5 -0.9
C 0.084 1.227 -0.563 -3.6 -3.1 0.8
C -1.177 -0.280 0.080 3.9 3.2 -2.2
N 0.028 -1.756 1.067 0.5 -0.9 2.1
N -0.575 -0.677 1.250 0.9 -1.6 1.5
F -0.607 2.318 -0.760 0.3 0.7 0.3
H 2.323 1.407 -1.047 -2.9 -0.8 0.4
H 1.373 -0.223 -0.779 0.4 -0.1 0.5
H -2.000 0.308 0.198 -2.3 1.3 0.4
H -1.152 -1.013 -0.678 -0.2 -0.7 -1.0
H 0.409 -2.163 2.030 -0.7 1.5 -2.0
```
Forces are in eV/Å.

The calculation puts the orbital gap at 9.66 eV. The total energy comes out at -8884.8360 eV. As for the energy relative to the best compared isomer or geometry (same formula, charge and spin): 4.3093 eV. As for the net charge: 0. The HOMO energy comes out at -9.4 eV.